# 1
Formula: C2H8NS
Source: OMol25
Level of theory: ωB97M-V with the def2-TZVPD basis set

relative energy (zero: lowest compared OMol25 entry of this formula, charge and spin)	427.5	kJ/mol
total charge	+1
E_LUMO (spin up / spin down)	-5.18 / -5.09	eV
HOMO energy (spin up / spin down)	-13.909 / -13.676	eV
E	-14517.743	eV
spin multiplicity	1
HOMO-LUMO gap (spin up / spin down)	8.728 / 8.589	eV

Each line ends with the Löwdin charge.
Geometry (Å):
S -2.092915 -0.372873 0.163094  0.811
N 0.539683 0.216203 -0.666925  -0.057
C 1.043854 -0.963537 0.056996  -0.051
C -0.669353 0.707453 0.078784  -0.523
H 0.219241 0.675071 1.871261  0.237
H 2.100268 -1.156370 -0.017567  0.112
H 0.763384 -0.939306 1.070269  0.034
H -0.762566 1.817096 0.029576  0.089
H 0.224815 0.058618 -1.600918  0.164
H 1.088468 1.052510 -0.460722  0.169
H -2.964951 0.637747 -0.013448  -0.094
H 0.510070 -1.732609 -0.510397  0.109

Atomic forces in eV per Å
S 0.9 1.0 -0.4
N -0.9 1.9 3.5
C 0.0 -2.0 -2.4
C 0.1 0.5 3.6
H -1.5 0.4 -2.8
H 0.4 0.4 -0.4
H -0.4 0.2 1.0
H -0.3 -1.2 -0.3
H 0.5 -0.1 -1.3
H 0.9 -0.2 -1.2
H 0.0 -0.1 0.0
H 0.3 -0.7 0.8



# 2
Formula: C22H25BCl27F5S
Source: OMol25
Level of theory: ωB97M-V with the def2-TZVPD basis set

E_LUMO	-0.21	eV
HOMO energy	-8.752	eV
SMILES	Cc1cccc(CB(CCCS)C(F)(F)C(F)(F)F)c1.ClC(Cl)Cl.ClC(Cl)Cl.ClC(Cl)Cl.ClC(Cl)Cl.ClC(Cl)Cl.ClC(Cl)Cl.ClC(Cl)Cl.ClC(Cl)Cl.ClC(Cl)Cl
E	-386422.079	eV
spin multiplicity	1
HOMO-LUMO gap	8.540	eV

Each line ends with the Löwdin charge.
Geometry (Å):
Cl 5.618248 -0.236680 -1.128195  0.535
Cl 1.675504 -9.851234 0.146874  0.515
Cl -1.414112 -6.198812 -4.694338  0.530
Cl -0.140232 8.397603 -6.358255  0.530
Cl 3.236741 -11.205094 -1.896377  0.519
Cl 4.668815 0.520296 -3.769137  0.530
Cl 7.171755 -1.743557 3.081688  0.535
Cl -4.750006 1.832734 -1.533217  0.601
Cl 2.780718 0.175523 -1.588271  0.599
Cl -2.831211 2.599732 -3.568739  0.496
Cl 4.281110 -2.042713 3.076699  0.524
Cl 2.338579 3.642804 -2.576304  0.509
Cl -5.606529 2.134144 -4.297608  0.532
Cl 4.333626 -8.888037 -0.526524  0.514
Cl -0.234917 7.356261 -3.646934  0.559
Cl 5.469330 0.578535 3.475394  0.555
Cl 0.051546 0.721438 -7.768597  0.525
Cl 2.327056 7.836563 -4.928537  0.535
Cl 1.048677 -6.835460 -3.287966  0.530
Cl 0.236578 2.253698 -5.305921  0.494
Cl 3.377487 6.008398 -1.245651  0.533
Cl 0.744377 4.992004 -0.553399  0.546
Cl 0.798062 -0.448648 7.931679  0.534
Cl 2.724798 0.284802 5.884582  0.522
Cl -2.295916 2.085086 -6.729006  0.502
Cl -1.519400 -7.287829 -2.002985  0.529
Cl -0.071067 -0.109348 5.179297  0.600
S 2.492406 2.282000 2.726271  0.662
F -1.716594 -0.960851 -1.979210  0.091
F -2.761602 -1.977421 -0.255148  0.071
F -0.894220 -3.621944 -1.200283  0.108
F 0.711745 -2.031479 -1.037192  0.110
F -0.285734 -2.885515 0.770716  0.144
C 2.863214 -9.649408 -1.145597  -1.557
C -3.259057 0.749636 2.005432  -0.172
C -3.646205 -0.347617 4.316696  -0.236
C 0.652785 8.382995 -4.780126  -1.527
C 0.013247 0.196590 1.186273  -0.116
C -4.397111 1.652359 2.310659  -0.044
C -0.463104 -2.491691 -0.527617  -0.452
C 1.927062 5.201451 -1.850861  -1.549
C -0.615418 -6.258443 -3.119588  -1.543
C -4.283437 1.652623 -3.228862  -1.512
C -2.912484 -0.212909 3.032587  -0.017
C -4.764006 0.545105 4.551871  -0.051
C -5.149649 1.565558 3.554407  -0.066
C 5.649964 -1.157726 3.760176  -1.526
C 4.300018 -0.383991 -2.296243  -1.508
C -3.179558 -1.471107 5.310317  -0.082
C 0.570407 1.642172 0.801233  -0.279
C -0.536684 2.139227 -6.892628  -1.533
C 1.251647 -0.627171 6.232947  -1.512
C 2.132519 1.687222 1.016873  -0.600
C -1.561235 -1.349531 -0.656910  -0.271
C -2.562426 0.915495 0.622583  -0.109
B -1.344394 -0.099225 0.362889  -0.146
H -4.060088 0.605930 -3.412222  0.020
H -0.588211 -5.253924 -2.712322  -0.019
H 5.665577 -1.327286 4.832294  0.013
H -2.179308 1.967989 0.464345  0.128
H -3.333519 0.713900 -0.178976  0.015
H -2.054486 -1.418546 5.384214  -0.007
H -5.333636 0.425614 5.500398  0.099
H -0.305843 0.190225 2.272594  0.079
H 3.661058 1.658913 3.097226  -0.277
H -0.275021 3.024808 -7.462863  0.015
H 2.644300 0.725965 0.779311  0.011
H 0.109649 2.395165 1.487206  0.098
H 0.307046 1.802712 -0.283093  0.099
H -3.385485 -2.444110 4.774902  0.089
H 4.189961 -1.431836 -2.557121  0.018
H 0.657194 9.396016 -4.390602  0.016
H 1.448440 -1.677346 6.041348  0.018
H 1.482585 5.827088 -2.617966  -0.085
H -4.717652 2.437885 1.587323  0.093
H 2.435236 -8.998806 -1.903300  -0.035
H -6.015663 2.239477 3.772222  0.098
H 2.523344 2.466094 0.298756  0.033
H 0.785943 -0.606068 1.085529  0.093
H -3.676515 -1.410956 6.305665  0.079
H -2.073567 -0.930616 2.881669  0.099

Atomic forces in eV per Å
Cl -0.1 0.0 0.0
Cl 0.0 0.1 -0.1
Cl 0.1 0.0 0.1
Cl 0.0 0.0 0.1
Cl 0.0 0.1 0.0
Cl 0.0 -0.1 0.1
Cl -0.1 0.0 0.1
Cl -0.5 0.2 -0.5
Cl 0.2 -0.2 -0.5
Cl -0.1 -0.1 0.3
Cl 0.0 0.1 0.1
Cl 0.0 0.0 0.0
Cl 0.1 -0.1 0.0
Cl -0.1 0.0 -0.1
Cl -0.1 0.1 0.0
Cl 0.6 -0.3 0.1
Cl 0.0 0.1 0.0
Cl -0.1 0.0 0.1
Cl 0.0 0.1 0.0
Cl 0.0 0.1 -0.1
Cl -0.1 0.0 -0.1
Cl 0.0 0.0 -0.1
Cl 0.0 -0.1 -0.1
Cl 0.0 -0.1 0.0
Cl 0.2 0.0 -0.3
Cl 0.1 0.1 0.0
Cl 0.4 0.2 0.0
S 0.0 -0.2 0.1
F 0.4 -0.5 1.2
F 1.2 0.6 -0.6
F 1.0 1.4 0.5
F -1.2 -1.0 0.5
F -0.1 0.8 -1.5
C 0.0 0.0 0.0
C -1.5 0.6 2.0
C -0.3 1.3 -1.5
C 0.1 0.0 -0.1
C -0.7 -0.4 0.1
C 0.0 -1.0 1.5
C -0.8 -0.3 -0.4
C 0.1 0.0 0.0
C -0.2 -0.1 0.0
C 0.0 0.1 0.0
C -1.2 0.7 0.4
C 1.0 0.0 -1.5
C 1.9 -1.8 -0.3
C 0.0 -0.1 -0.1
C 0.0 0.1 0.0
C 0.2 0.3 -1.6
C 0.5 -1.4 0.4
C -0.1 -0.1 0.0
C 0.0 0.1 0.0
C 0.1 0.9 -0.9
C -0.5 -0.9 0.7
C -0.3 -0.9 -0.6
B 0.6 1.2 1.2
H 0.0 0.1 0.0
H 0.0 -0.1 -0.1
H 0.0 0.0 -0.1
H -0.5 -1.0 0.3
H 0.9 0.3 1.2
H -1.5 -0.1 0.3
H 0.4 0.3 -0.9
H 0.5 0.1 -1.0
H -1.2 0.3 -0.8
H 0.0 -0.1 0.1
H -0.6 0.8 0.6
H 0.1 -0.4 -0.9
H 0.5 0.4 1.1
H 0.0 0.8 0.9
H 0.0 0.1 0.0
H 0.0 -0.1 0.0
H 0.0 0.1 0.0
H 0.1 -0.1 0.1
H 0.5 -0.8 0.5
H 0.0 -0.1 0.1
H 1.0 -0.7 -0.4
H -0.2 -0.9 0.8
H -0.4 0.8 0.0
H 0.4 -0.1 -0.8
H -0.7 0.6 0.0